# C23H23N4O5PtSe

A structure of composition C23H23N4O5PtSe at a distorted geometry (ωB97M-V with the def2-TZVPD basis set, the OMol25 dataset).

```
! RIJCOSX wB97M-V def2-TZVPD def2/J DEFGRID3
* xyz 1 1
Pt 3.017 -0.150 -0.470
N 4.111 -0.944 -3.029
N 4.574 -0.582 -1.723
H 4.909 -1.245 -3.581
H 3.724 -0.112 -3.462
H 5.217 0.218 -1.711
H 5.085 -1.375 -1.335
Se 3.917 0.067 2.178
C 5.370 0.580 1.185
N 6.195 0.894 0.439
O 3.352 -4.503 1.104
C 2.339 -4.879 0.294
C 1.868 -6.189 0.275
C 0.827 -6.543 -0.560
C 0.225 -5.603 -1.395
C 0.681 -4.305 -1.375
C 1.740 -3.925 -0.540
C 2.153 -2.529 -0.571
O 1.467 -1.640 -1.153
O 3.246 -2.106 -0.017
H 3.648 -5.260 1.624
H 2.326 -6.927 0.923
H 0.478 -7.567 -0.561
H -0.587 -5.890 -2.046
H 0.233 -3.552 -2.008
C -5.998 1.438 0.232
C -4.798 1.347 1.134
C -4.965 1.061 2.484
C -3.875 0.940 3.331
C -2.602 1.151 2.836
C -2.424 1.458 1.492
N -1.090 1.659 1.031
C -0.630 2.802 0.462
C -1.409 3.977 0.472
C -0.943 5.136 -0.094
C 0.317 5.210 -0.710
C 1.096 4.089 -0.734
C 0.649 2.879 -0.155
C 1.524 1.761 -0.235
O 2.566 1.725 -1.012
O 1.394 0.658 0.441
C -3.507 1.522 0.613
C -3.320 1.708 -0.867
H -6.919 1.398 0.810
H -6.019 0.616 -0.486
H -5.999 2.365 -0.343
H -5.966 0.922 2.871
H -4.019 0.705 4.377
H -1.739 1.105 3.489
H -0.418 0.950 1.271
H -2.374 3.958 0.958
H -1.563 6.022 -0.047
H 0.665 6.137 -1.139
H 2.078 4.107 -1.187
H -2.293 1.516 -1.170
H -3.576 2.722 -1.189
H -3.965 1.026 -1.420
*
```

HOMO level (eV): -10.47
LUMO (eV): -6.34
Relative energy (zero: lowest compared OMol25 entry of this formula, charge and spin) (eV): 1.203



# C25H48BF16N3O11

A structure of composition C25H48BF16N3O11 at a distorted geometry (ωB97M-V with the def2-TZVPD basis set, the OMol25 dataset).

```
! RIJCOSX wB97M-V def2-TZVPD def2/J DEFGRID3
* xyz -2 1
C 2.509 0.413 -2.529
C 1.707 1.624 -2.970
O 2.052 2.365 -3.864
N 0.338 1.782 -2.338
H -0.267 1.750 -3.146
H -0.013 1.041 -1.748
C 0.249 3.175 -1.636
H 2.675 0.365 -1.453
H 3.515 0.511 -2.935
H 2.150 -0.605 -2.682
H 0.349 4.008 -2.331
H 1.014 3.320 -0.873
H -0.685 3.280 -1.085
C 1.960 -0.348 3.921
C 1.287 -0.324 2.575
O 1.270 -1.376 1.906
N 0.797 1.004 2.060
H 1.429 1.765 2.265
H 0.661 1.017 1.059
C -0.607 1.231 2.600
H 1.332 0.092 4.695
H 2.955 0.097 3.901
H 2.092 -1.395 4.194
H -1.198 0.315 2.630
H -1.066 1.892 1.865
H -0.470 1.663 3.590
C -4.502 -0.436 -0.978
C -3.601 -1.006 0.168
O -3.309 -0.263 1.093
N -2.736 -2.324 -0.012
H -2.736 -2.871 0.837
H -3.262 -2.902 -0.652
C -1.332 -1.882 -0.445
H -5.514 -0.810 -0.826
H -4.179 -0.771 -1.964
H -4.573 0.646 -0.863
H -1.353 -1.382 -1.414
H -0.700 -2.767 -0.388
H -1.036 -1.092 0.246
C -2.037 -2.445 2.397
O -1.251 -3.291 1.590
O -3.399 -2.800 2.051
C -1.468 -2.342 3.864
F -0.577 -1.340 3.938
F -2.413 -1.997 4.823
F -0.798 -3.427 4.343
C 0.058 -2.966 1.328
C 0.648 -3.970 0.414
H 0.702 -4.823 1.091
H 0.060 -4.300 -0.442
H 1.674 -3.704 0.162
H 0.684 -3.058 2.216
H 0.169 -1.947 0.956
H -1.906 -1.420 2.052
C -1.919 2.162 -3.657
O -1.740 1.869 -2.273
O -0.716 2.056 -4.354
C -3.226 1.387 -4.158
F -3.280 0.782 -5.379
F -3.679 0.390 -3.399
F -4.202 2.266 -4.243
C -2.557 2.648 -1.347
C -2.333 1.943 0.013
H -1.373 2.177 0.473
H -3.072 2.273 0.742
H -2.375 0.864 -0.140
H -3.627 2.637 -1.550
H -2.389 3.722 -1.271
H -2.154 3.219 -3.779
C 2.496 2.594 3.852
O 2.531 1.810 2.634
O 1.185 2.358 4.400
C 3.733 2.336 4.782
F 3.696 3.115 5.863
F 4.016 1.089 5.201
F 4.871 2.725 4.099
C 3.460 2.196 1.578
C 3.160 1.308 0.365
H 3.407 0.288 0.657
H 2.091 1.344 0.153
H 3.708 1.577 -0.538
H 4.472 1.912 1.868
H 3.503 3.213 1.189
H 2.595 3.675 3.757
C 0.079 -1.165 -3.480
O 1.310 -1.806 -2.975
O 0.477 -0.346 -4.547
C -1.024 -2.266 -3.787
F -0.508 -3.124 -4.701
F -1.337 -2.922 -2.677
F -2.135 -1.703 -4.264
C 1.340 -2.352 -1.588
C 2.800 -2.659 -1.240
H 3.288 -1.732 -1.541
H 2.911 -2.792 -0.163
H 3.228 -3.405 -1.909
H 0.766 -3.279 -1.601
H 0.882 -1.702 -0.843
H -0.340 -0.531 -2.699
B 0.156 0.599 -0.145
F 1.347 0.303 -0.715
F 0.149 1.853 0.386
F -0.845 0.499 -1.119
F -0.178 -0.376 0.811
*
```

HOMO level (eV): -1.62
LUMO (eV): 4.23



# C6H18N2P

The ion C6H18N2P with charge +1 at a distorted geometry (ωB97M-V with the def2-TZVPD basis set, the OMol25 dataset).

```
! RIJCOSX wB97M-V def2-TZVPD def2/J DEFGRID3
* xyz 1 1
C -1.830 -0.421 0.393
N -0.542 0.026 0.916
C -0.331 -0.085 2.401
C 0.531 0.615 0.133
C 0.130 1.936 -0.824
P -1.265 1.594 -2.148
N 1.138 -0.347 -0.782
C 2.671 -0.267 -0.924
C 0.801 -1.736 -0.445
H -2.631 0.401 0.447
H -1.711 -0.655 -0.667
H -2.228 -1.310 0.934
H -0.550 -1.146 2.648
H 0.783 -0.095 2.651
H -0.859 0.640 3.004
H 1.279 1.170 0.763
H -0.181 2.821 -0.208
H 1.019 2.224 -1.399
H -1.282 2.872 -2.560
H -2.352 1.738 -1.276
H 0.771 -0.120 -1.799
H 2.980 -0.696 0.044
H 2.941 -1.015 -1.733
H 2.855 0.733 -1.122
H 1.052 -2.096 0.533
H -0.246 -1.954 -0.310
H 1.145 -2.552 -1.079
*
```

HOMO level (eV): -12.46
LUMO (eV): -2.75
Relative energy (zero: lowest compared OMol25 entry of this formula, charge and spin) (eV): 3.219



# C28H22GeIrN2O8Se4

A structure of composition C28H22GeIrN2O8Se4 at a distorted geometry (ωB97M-V with the def2-TZVPD basis set, the OMol25 dataset).

```
! RIJCOSX wB97M-V def2-TZVPD def2/J DEFGRID3
* xyz -1 1
Ir -0.111 -0.844 -0.383
Se -1.256 -2.005 -2.167
Se -2.637 -0.173 -2.551
Se -2.161 0.433 -0.370
Se -2.159 2.691 -0.396
O 0.298 -1.678 3.052
C 0.826 -0.673 2.599
O 0.493 -0.066 1.505
C 1.990 -0.028 3.370
C 3.334 -0.769 3.199
Ge 3.654 -1.362 1.370
C 0.912 0.222 -1.721
C 1.644 -0.400 -2.735
C 2.226 0.365 -3.746
C 2.026 1.737 -3.800
C 1.286 2.340 -2.799
C 0.848 1.596 -1.714
C 2.326 -2.738 1.011
C 1.494 -2.861 -0.105
C 0.656 -3.967 -0.248
C 0.610 -4.943 0.731
C 1.410 -4.819 1.855
C 2.258 -3.732 1.987
C 5.396 -2.115 0.921
C 6.584 -1.380 0.903
C 7.790 -1.997 0.605
C 7.834 -3.355 0.321
C 6.664 -4.097 0.336
C 5.455 -3.481 0.632
H 1.722 -0.041 4.427
H 2.103 1.013 3.068
H 3.355 -1.670 3.816
H 4.158 -0.135 3.531
H 1.724 -1.477 -2.793
H 2.790 -0.134 -4.527
H 2.407 2.310 -4.636
H 1.045 3.397 -2.835
H 0.228 2.101 -0.985
H 1.616 -2.163 -0.944
H 0.028 -4.061 -1.124
H -0.056 -5.789 0.621
H 1.367 -5.566 2.639
H 2.864 -3.658 2.882
H 6.559 -0.321 1.113
H 8.701 -1.410 0.590
H 8.778 -3.832 0.086
H 6.686 -5.156 0.112
H 4.550 -4.076 0.626
O 5.061 1.248 0.922
C 3.904 1.223 0.555
O 3.203 0.126 0.380
C 3.168 2.504 0.299
C 1.913 2.713 0.856
C 1.370 3.981 0.784
C 1.958 5.009 0.077
C 3.178 4.738 -0.513
C 3.822 3.524 -0.372
N 3.843 5.813 -1.276
O 3.304 6.901 -1.304
O 4.931 5.569 -1.757
N 0.144 4.279 1.563
O -0.381 5.360 1.380
O -0.208 3.455 2.376
H 1.357 1.903 1.317
H 1.493 5.979 0.004
H 4.806 3.374 -0.790
*
```

HOMO level (eV): -4.70
LUMO (eV): 1.33
Relative energy (zero: lowest compared OMol25 entry of this formula, charge and spin) (eV): 0.115



Among the records above, which one has the highest LUMO?
C25H48BF16N3O11